Record 1
ORCA calculation (wB97M-V/def2-TZVPD) on C22H26N4O4 in the gas phase.

* energy above the lowest of the compared OMol25 structures with the same formula, charge and spin: 60.29 kcal per mole
* structure (SMILES): NC(=O)C[C@H](NC(=O)c1ccccc1)c1ccc(NC2CCCCC2)c([N+](=O)[O-])c1

Geometry (Å):
N1 -3.1113 -1.8546 -2.5399
C1 -1.9376 -2.0542 -1.9116
O1 -0.8717 -1.6928 -2.3658
C2 -2.0743 -2.7894 -0.5854
H1 -3.0083 -3.3471 -0.5607
H2 -1.2330 -3.4773 -0.4913
C3 -2.0170 -1.8338 0.6242
N2 -3.0518 -0.8085 0.6113
C4 -4.3501 -0.9323 0.2656
O2 -4.8308 -1.9148 -0.2768
C5 -5.1756 0.2807 0.5475
C6 -6.2168 0.5761 -0.3275
C7 -7.0224 1.6780 -0.1113
C8 -6.8061 2.4867 0.9924
C9 -5.7875 2.1852 1.8813
C10 -4.9721 1.0892 1.6619
H3 -4.2017 0.8514 2.3826
H4 -5.6298 2.8041 2.7522
H5 -7.4368 3.3457 1.1665
H6 -7.8228 1.9040 -0.7998
H7 -6.3813 -0.0729 -1.1745
H8 -2.7749 0.0577 1.0478
C11 -0.6618 -1.1752 0.6803
C12 0.3565 -1.7392 1.4065
C13 1.6487 -1.1982 1.4127
C14 1.9475 -0.0383 0.6447
N3 3.1717 0.5035 0.6364
H9 3.8780 -0.0118 1.1557
C15 3.6442 1.5761 -0.2056
C16 3.8807 1.0901 -1.6446
C17 5.0273 0.0854 -1.7032
C18 6.3074 0.7023 -1.1493
C19 6.0974 1.1463 0.2948
C20 4.9391 2.1377 0.3892
H10 5.1997 3.0454 -0.1588
H11 4.7667 2.4130 1.4317
H12 7.0043 1.6194 0.6758
H13 5.9018 0.2712 0.9178
H14 7.1216 -0.0223 -1.1991
H15 6.5878 1.5646 -1.7593
H16 5.1802 -0.2296 -2.7368
H17 4.7678 -0.8011 -1.1214
H18 4.1185 1.9538 -2.2689
H19 2.9675 0.6325 -2.0295
H20 2.8913 2.3751 -0.2136
C21 0.8726 0.5257 -0.0797
C22 -0.3812 -0.0194 -0.0633
H21 -1.1617 0.4418 -0.6491
H22 1.0515 1.4051 -0.6752
N4 2.6128 -1.8797 2.1846
O3 2.2646 -2.8573 2.8240
O4 3.7776 -1.4751 2.1927
H23 0.1908 -2.6321 1.9912
H24 -2.1515 -2.4527 1.5254
H25 -3.1243 -1.3574 -3.4149
H26 -3.9811 -2.0808 -2.0799

For each atom in turn, the natural (NBO) charge in e is: -0.8261, 0.6701, -0.6304, -0.5086, 0.2449, 0.2395, -0.0404, -0.6072, 0.6629, -0.6572, -0.0806, -0.1787, -0.2110, -0.1938, -0.2124, -0.2104, 0.2095, 0.2176, 0.2170, 0.2179, 0.2283, 0.4062, -0.1236, -0.1317, -0.0814, 0.3225, -0.6082, 0.4345, -0.0418, -0.4110, -0.4037, -0.3973, -0.4023, -0.4019, 0.2077, 0.2155, 0.2140, 0.1970, 0.2108, 0.1917, 0.2132, 0.2021, 0.2020, 0.2176, 0.1977, -0.3284, -0.0560, 0.2134, 0.2199, 0.5285, -0.3928, -0.4377, 0.2450, 0.2072, 0.3979, 0.4227

=====

Record 2
ORCA calculation (wB97M-V/def2-TZVPD) on 2 unconnected molecules or ions with the total composition C22H26N5O4.

* total charge: -1

Geometry (Å):
N1 0.2819 2.8652 -2.2255
O1 2.8928 4.5176 3.2674
O2 4.9514 0.4628 0.0832
O3 -0.3115 1.5625 2.1358
O4 5.0769 1.4849 -1.8776
C1 -0.2208 1.8313 -2.0308
N2 -1.2462 -5.2790 1.0649
C2 2.5060 4.9565 2.1934
C3 4.5994 1.3481 -0.7288
C4 0.6830 2.2396 2.3970
C5 -1.9395 -4.1910 0.8169
C6 -1.1885 -5.9711 -0.1380
C7 -1.8741 -5.3002 -1.1130
C8 -2.3033 0.5816 -1.7811
C9 -0.2063 -0.6023 -1.6072
C10 -2.9984 -0.6128 -1.5754
C11 -0.9041 -1.8023 -1.4092
C12 -0.9053 0.5954 -1.8036
C13 -2.3136 -1.8232 -1.3901
N3 1.0333 2.5171 3.6564
N4 -2.3521 -4.1566 -0.5086
N5 1.8498 4.2550 1.2708
C14 2.7662 6.4005 1.8417
C15 0.3550 2.0272 4.8529
C16 -2.1403 -5.6302 -2.5563
C17 3.5057 2.3442 -0.3119
C18 -3.1248 -3.0931 -1.1777
C19 -2.5952 -4.3790 -3.3224
C20 -3.6692 -3.6129 -2.5285
C21 2.7961 1.9706 1.0026
C22 1.5304 2.8109 1.2430
H1 -2.1572 -3.4198 1.5502
H2 -0.6813 -6.9208 -0.2804
H3 -2.8519 1.5090 -1.9189
H4 0.8824 -0.5999 -1.6070
H5 -4.0835 -0.5940 -1.5589
H6 -0.3319 -2.7149 -1.2667
H7 1.8565 3.1013 3.7724
H8 1.6257 4.7497 0.4239
H9 1.8286 6.8828 1.5748
H10 3.4580 6.4355 1.0018
H11 3.2084 6.8987 2.7024
H12 0.7558 1.0484 5.1210
H13 -0.7157 1.9312 4.6626
H14 0.5158 2.7240 5.6763
H15 -2.9301 -6.3863 -2.6029
H16 -1.2426 -6.0519 -3.0195
H17 3.9484 3.3381 -0.2104
H18 2.7598 2.3895 -1.1074
H19 -3.9810 -2.8475 -0.5408
H20 -2.9951 -4.6759 -4.2970
H21 -1.7353 -3.7254 -3.5020
H22 -4.0426 -2.7780 -3.1295
H23 -4.5147 -4.2822 -2.3388
H24 2.4929 0.9236 0.9520
H25 3.4864 2.0926 1.8385
H26 0.9092 2.6547 0.3644

For each atom in turn, the natural (NBO) charge in e is: -0.3164, -0.6717, -0.7858, -0.6739, -0.7882, 0.2931, -0.4468, 0.6853, 0.7493, 0.6710, 0.1590, -0.0994, 0.0982, -0.1483, -0.1397, -0.2175, -0.1677, -0.1781, -0.0283, -0.6246, -0.3647, -0.5950, -0.7040, -0.4113, -0.4284, -0.5185, -0.0447, -0.3968, -0.3966, -0.3985, -0.1269, 0.2089, 0.2011, 0.2242, 0.2492, 0.2094, 0.2251, 0.4353, 0.4034, 0.2160, 0.2321, 0.2339, 0.1933, 0.2139, 0.1951, 0.2085, 0.2292, 0.1948, 0.2021, 0.2163, 0.2125, 0.2133, 0.2236, 0.2040, 0.2242, 0.2174, 0.2295

=====

Record 3
ORCA calculation (wB97M-V/def2-TZVPD) on C22H26N6O2S in the gas phase.

* energy above the lowest of the compared OMol25 structures with the same formula, charge and spin: 0.00 kcal per mole
* structure (SMILES): Cc1ccc(C(=O)NCCc2nnc3ccc(SCC(=O)N4CCCCC4)nn23)cc1

Geometry (Å):
C1 -7.2541 -1.4185 0.4545
C2 -5.8946 -0.9996 -0.0133
C3 -5.3601 0.2286 0.3557
C4 -4.1179 0.6320 -0.0982
C5 -3.3778 -0.2005 -0.9325
C6 -3.8965 -1.4439 -1.2821
C7 -5.1437 -1.8319 -0.8371
H1 -5.5402 -2.7954 -1.1241
H2 -3.3042 -2.0939 -1.9089
C8 -2.0113 0.1584 -1.4017
O1 -1.1299 -0.6781 -1.5243
N1 -1.8316 1.4656 -1.7026
H3 -2.5956 2.1033 -1.5364
C9 -0.5211 2.0502 -1.8621
H4 -0.4975 2.6734 -2.7590
H5 0.1935 1.2335 -1.9763
C10 -0.1310 2.8920 -0.6299
C11 -0.5973 2.2150 0.6026
N2 -1.5289 2.6394 1.4244
N3 -1.7603 1.7196 2.3600
C12 -0.9746 0.6944 2.1146
C13 -0.8070 -0.5687 2.7200
C14 0.0673 -1.4314 2.1386
C15 0.7749 -1.0199 0.9690
N4 0.6706 0.1567 0.4312
N5 -0.2047 0.9750 0.9917
S1 1.8383 -2.1530 0.1815
C16 2.0837 -1.3212 -1.4188
C17 2.9657 -0.0832 -1.3659
O2 2.5263 0.9934 -1.7289
N6 4.2403 -0.2323 -0.9554
C18 4.8975 -1.4465 -0.5310
H6 4.2696 -2.3160 -0.7127
C19 5.2595 -1.3585 0.9532
C20 6.1342 -0.1330 1.2041
C21 5.4302 1.1189 0.6870
C22 5.0719 0.9437 -0.7877
H7 4.5138 1.8028 -1.1622
H8 5.9834 0.8211 -1.3837
H9 6.0698 1.9944 0.8052
H10 4.5138 1.2861 1.2569
H11 6.3444 -0.0340 2.2702
H12 7.0876 -0.2542 0.6837
H13 5.7797 -2.2689 1.2530
H14 4.3408 -1.2840 1.5377
H15 5.8166 -1.5556 -1.1214
H16 2.4983 -2.0779 -2.0850
H17 1.0887 -1.0268 -1.7580
H18 0.2374 -2.4249 2.5200
H19 -1.3831 -0.8136 3.5967
H20 0.9551 2.9908 -0.6224
H21 -0.5917 3.8797 -0.6613
H22 -3.7193 1.5783 0.2398
H23 -5.9188 0.8785 1.0133
H24 -7.5409 -0.8771 1.3526
H25 -7.9932 -1.2083 -0.3195
H26 -7.2808 -2.4865 0.6598

For each atom in turn, the natural (NBO) charge in e is: -0.6288, -0.0008, -0.2232, -0.1394, -0.1782, -0.1503, -0.2216, 0.2095, 0.2283, 0.6726, -0.6531, -0.6079, 0.3978, -0.2345, 0.2022, 0.2661, -0.4612, 0.3186, -0.2724, -0.2815, 0.2429, -0.1522, -0.2460, 0.0495, -0.2390, -0.1690, 0.2797, -0.6346, 0.6896, -0.6425, -0.4416, -0.2077, 0.2114, -0.4103, -0.3987, -0.4054, -0.2241, 0.2488, 0.1844, 0.2121, 0.2043, 0.2117, 0.1925, 0.2103, 0.2099, 0.1904, 0.2446, 0.3032, 0.2326, 0.2419, 0.2509, 0.2319, 0.2176, 0.2111, 0.2172, 0.2225, 0.2174

=====

Record 4
ORCA calculation (wB97M-V/def2-TZVPD) on C22H26O4 in the gas phase.

* energy above the lowest of the compared OMol25 structures with the same formula, charge and spin: 1.05 kcal per mole
* structure (SMILES): CC1=C(C)C(=O)C([C@@H](CCCCCC(=O)O)c2ccccc2)=C(C)C1=O

Geometry (Å):
C1 -0.1409 -4.7337 0.6966
C2 0.2321 -3.3015 0.4984
C3 -0.6365 -2.2918 0.6944
C4 -0.1678 -0.8916 0.6087
O1 -0.7380 -0.0106 1.2316
C5 1.0454 -0.6452 -0.2017
C6 1.9288 -1.6500 -0.3710
C7 1.6300 -3.0231 0.1061
O2 2.4819 -3.8937 0.1184
C8 3.2513 -1.4821 -1.0476
H1 3.1181 -1.2740 -2.1095
H2 3.8083 -0.6576 -0.6062
H3 3.8241 -2.4005 -0.9422
C9 1.3233 0.7297 -0.7671
C10 2.2666 1.4972 0.1354
C11 1.9770 1.6763 1.4822
C12 2.8359 2.3951 2.2941
C13 3.9949 2.9439 1.7722
C14 4.2879 2.7749 0.4303
C15 3.4288 2.0554 -0.3818
H4 3.6629 1.9320 -1.4304
H5 5.1881 3.2026 0.0134
H6 4.6661 3.5023 2.4078
H7 2.5989 2.5267 3.3397
H8 1.0736 1.2577 1.8979
H9 1.8274 0.5775 -1.7288
C16 0.0603 1.5606 -1.0430
H10 -0.4373 1.7931 -0.1052
C17 -0.8883 0.8405 -2.0005
C18 -2.1952 1.6023 -2.2604
H11 -2.4779 1.4680 -3.3066
C19 -3.3743 1.1323 -1.4073
C20 -3.2556 1.5057 0.0715
C21 -4.3759 0.9031 0.8714
O3 -4.7359 -0.2440 0.8164
O4 -4.9479 1.7911 1.6948
H12 -5.6475 1.3695 2.2188
H13 -2.3339 1.0921 0.4879
H14 -3.2533 2.5862 0.2117
H15 -3.4751 0.0480 -1.4870
H16 -4.2908 1.5767 -1.8044
H17 -2.0342 2.6703 -2.1014
H18 -0.3641 0.6891 -2.9481
H19 -1.1255 -0.1515 -1.6076
H20 0.3745 2.5069 -1.4912
C22 -2.0486 -2.5180 1.1204
H21 -2.5541 -3.1737 0.4128
H22 -2.5924 -1.5793 1.1812
H23 -2.0803 -3.0035 2.0959
H24 -0.9122 -5.0272 -0.0151
H25 0.7352 -5.3616 0.5553
H26 -0.5378 -4.8923 1.6985

For each atom in turn, the natural (NBO) charge in e is: -0.6583, -0.0360, -0.0416, 0.5356, -0.5607, -0.0394, -0.0196, 0.5082, -0.5139, -0.6679, 0.2239, 0.2358, 0.2529, -0.2958, 0.0909, -0.2569, -0.1877, -0.2223, -0.2084, -0.2410, 0.2067, 0.2124, 0.2128, 0.2117, 0.2332, 0.2188, -0.3850, 0.2248, -0.4062, -0.3818, 0.2084, -0.3840, -0.5386, 0.8079, -0.6149, -0.6835, 0.4948, 0.2663, 0.2234, 0.2129, 0.2046, 0.1965, 0.2041, 0.1908, 0.2090, -0.6481, 0.2267, 0.2522, 0.2259, 0.2263, 0.2487, 0.2251

=====

Number 1: LUMO energy -0.0119 hartree, M 410.5 Da, calculated total energy -37385.960 eV. Number 2: LUMO energy 0.0744 hartree, M 424.5 Da, calculated total energy -38879.541 eV. Number 3: LUMO energy 0.0073 hartree, M 438.6 Da, calculated total energy -47107.570 eV. Number 4: LUMO energy -0.0428 hartree, M 354.4 Da, calculated total energy -31426.539 eV.